(1)
Entry from OMol25: the ion C42H45N4OS with charge +1 (ωB97M-V/def2-TZVPD).

Calculated total energy   -63121.3884 eV
HOMO   -10.175 eV

Structure (ORCA input):
```
! wB97M-V def2-TZVPD RIJCOSX def2/J DEFGRID3
* xyz 1 1
C -0.079 -2.564 1.707
H -5.168 1.957 -3.885
H -5.062 2.965 -0.107
C 7.611 -0.243 -2.050
H -2.335 -1.877 7.010
N -2.298 0.092 -1.086
C -0.944 -0.023 -1.297
C -4.467 3.967 -3.509
C 7.677 1.006 -1.410
C -4.564 0.320 -1.549
C -5.177 1.921 0.225
C 1.677 1.392 0.385
H 2.017 -2.359 -1.959
H -0.042 -5.149 1.175
C -2.820 1.073 -0.102
H 2.748 4.566 -0.176
C -2.619 0.759 1.352
H 1.759 2.618 3.556
C -2.175 0.077 4.209
C 0.877 -4.645 0.848
H 2.619 4.616 2.304
H -1.363 -3.277 -0.449
C -3.079 1.984 -3.363
H 1.595 -4.714 1.676
H -5.441 4.415 -3.704
H 2.079 2.500 -1.422
H -1.702 0.426 6.280
H 4.552 -3.467 -0.638
H -1.111 -2.931 1.787
H -1.265 4.777 -2.651
S 4.297 0.724 0.863
C -0.100 -0.051 -0.234
C -2.129 4.168 -2.928
C 1.957 -2.471 0.189
C 1.495 1.445 1.773
H -3.178 -3.522 5.324
H -3.411 -2.843 2.935
C 2.524 -2.900 -1.138
H -2.464 1.628 2.000
C 5.681 0.472 -0.173
C -2.424 -1.590 5.960
C 4.017 -2.675 -1.192
C -3.261 -0.202 -2.145
H 6.474 -2.098 -2.268
C -3.022 -2.143 3.680
H -5.012 1.868 1.305
C 2.403 3.688 0.375
H -0.059 -3.985 -1.430
C 6.695 1.376 -0.480
C -2.067 -0.298 5.551
N 4.358 -1.370 -0.600
H 1.096 0.567 2.295
N -4.229 1.068 -0.444
H 8.381 -0.521 -2.774
C 2.327 3.710 1.765
H -0.608 -0.152 -2.334
H 2.615 -2.827 0.998
H 8.487 1.700 -1.644
H -0.126 -1.476 1.632
H -1.953 0.196 -3.819
H -0.218 -2.221 -1.285
C -2.899 -2.514 5.015
H -2.369 2.070 -0.287
C 5.616 -0.758 -0.816
H -1.885 1.080 3.890
H 0.440 -2.814 2.641
C 3.537 -0.666 0.200
C -2.659 -0.843 3.252
H -0.987 2.323 -2.951
H 4.362 -2.701 -2.229
H -0.541 0.119 0.747
H -3.695 0.102 -4.182
C -0.312 -3.167 -0.742
N 2.157 -0.960 0.305
C 1.376 0.061 -0.320
H -3.060 -1.296 1.154
O -5.703 0.122 -1.960
H -3.339 -1.296 -2.260
C -2.774 -0.489 1.843
C -3.372 4.764 -3.147
C 2.050 2.541 -0.328
H 1.649 0.128 -1.396
H -6.184 1.578 -0.021
C -1.972 2.786 -3.068
C -2.951 0.487 -3.473
H 2.329 -3.964 -1.314
H 6.672 2.353 -0.007
H 1.279 -5.212 0.002
H -3.495 5.843 -3.043
C 1.844 2.603 2.466
C 6.563 -1.134 -1.766
C 0.592 -3.174 0.490
C -4.316 2.586 -3.613
*
```

(2)
Entry from OMol25: a cluster of 3 separate species, C42H46BF5N2O3 in total (ωB97M-V/def2-TZVPD).

Calculated total energy   -67685.1672 eV
HOMO   -4.630 eV
ΔE to the lowest compared entry with this formula, charge and spin   64.3 kcal per mole

Structure (ORCA input):
```
! wB97M-V def2-TZVPD RIJCOSX def2/J DEFGRID3
* xyz 0 1
H 2.910 8.877 1.396
C -3.251 -3.217 2.020
H -5.437 -6.659 1.091
C -7.629 0.954 2.433
F -1.369 -0.961 2.839
H -2.939 -2.966 -0.113
C 2.903 6.731 1.181
H 0.493 4.884 -0.321
H -6.839 -1.481 2.230
H -6.198 -4.047 4.363
C 1.075 -3.120 0.301
F -0.808 -3.820 -0.929
F 2.965 -2.369 1.548
H 6.081 3.930 -0.266
C 1.055 5.774 -0.030
C -2.691 3.345 2.709
H -2.592 -3.079 2.901
C -3.463 -4.722 1.799
C -0.305 -3.109 0.101
C -6.251 0.529 2.638
H -10.743 -0.501 2.286
H 4.113 0.044 0.286
H 4.838 3.039 -1.174
C -10.295 1.515 1.624
C -4.809 -1.501 2.721
H -5.439 1.241 2.734
C 5.506 2.994 -0.301
C -6.009 -0.844 2.548
H -7.290 -3.029 3.383
H 5.261 2.652 3.134
H 3.520 0.715 2.560
F 1.311 -0.967 3.262
H -0.745 4.792 3.802
C 1.625 -2.390 1.361
H 1.616 1.049 6.102
H -6.178 -6.447 2.707
C 0.787 -1.668 2.207
C -0.816 2.626 4.217
H -3.063 -1.439 0.790
H -6.966 -4.571 0.733
C -8.697 0.027 2.642
H -4.530 -7.087 2.576
H -6.891 -2.802 0.863
C 1.112 1.858 5.564
C -5.245 -6.378 2.141
H -2.956 4.217 3.343
C -1.992 2.312 3.492
C 0.526 7.052 -0.233
C -0.232 3.957 4.287
H 1.874 1.097 2.083
H -7.342 -4.782 3.203
O 2.470 3.012 0.292
C 2.877 1.516 2.186
C -9.303 2.493 1.522
C -6.671 -3.929 3.379
H -3.937 -0.919 3.028
H 0.815 9.185 0.071
H 3.772 6.586 1.831
C -9.987 0.282 2.190
C -0.086 1.603 4.913
C 3.427 0.811 -0.107
C 2.393 8.015 0.975
C -7.998 2.232 1.936
H 1.421 5.176 4.919
C -2.659 -2.465 0.821
H -0.487 0.588 4.889
H -2.318 1.268 3.448
F 1.880 -3.820 -0.519
H -3.600 2.980 2.204
H 6.594 3.000 2.021
H -1.994 3.767 1.954
C -5.611 -3.854 2.270
C -0.572 -1.678 1.978
O 4.222 4.162 1.369
C 2.292 5.602 0.610
C 1.202 8.180 0.252
H 6.202 2.155 -0.416
O -2.654 -5.511 1.328
H -11.308 1.696 1.270
H -7.223 2.995 1.845
H 2.838 2.323 2.926
H -9.564 3.468 1.116
C 3.383 2.012 0.837
C 1.671 3.142 5.560
H -5.545 -3.691 0.102
C -1.170 -2.411 0.949
H -0.426 7.173 -0.753
N -4.599 -2.792 2.423
B 2.983 4.219 0.737
H -8.508 -0.914 3.153
C 0.986 4.174 4.911
H 2.421 0.354 -0.170
C 5.661 2.440 2.131
H 5.916 1.374 2.046
H 2.583 3.355 6.114
N -4.730 -5.021 2.263
H 3.743 1.103 -1.121
C 4.725 2.859 1.015
C -6.298 -3.719 0.904
*
```

One value per record, in order, for HOMO-LUMO gap: 7.077 2.323 eV.
One value per record, in order, for F_max: 3.38 1.65 eV Å⁻¹.